{"formula": "C19H26Cl2N2O5", "method": "ωB97M-V with the def2-TZVPD basis set", "elements": ["C", "C", "H", "H", "O", "C", "O", "C", "N", "C", "O", "C", "H", "H", "H", "H", "H", "C", "C", "C", "C", "C", "C", "C", "H", "H", "H", "N", "C", "H", "H", "C", "H", "H", "Cl", "C", "H", "C", "H", "H", "Cl", "H", "H", "H", "O", "C", "O", "C", "H", "H", "H", "H", "H", "H"], "coordinates": [[-4.964546, 0.007049, -3.011232], [-4.880313, -1.251531, -2.162435], [-5.700828, -1.288172, -1.439974], [-4.887573, -2.153811, -2.779530], [-3.639521, -1.279782, -1.444029], [-3.663336, -0.958328, -0.155084], [-4.653747, -0.712546, 0.481662], [-2.258977, -0.896903, 0.430544], [-1.310747, -1.676969, -0.312831], [-0.344756, -2.420712, 0.290248], [-0.256438, -2.524531, 1.492073], [0.598191, -3.092566, -0.681724], [0.081827, -3.416237, -1.581013], [1.385222, -2.392023, -0.955263], [1.062200, -3.946492, -0.196833], [-1.352593, -1.605632, -1.316747], [-2.275549, -1.270186, 1.460763], [-1.822291, 0.606633, 0.479559], [-0.461083, 0.667550, 1.114300], [0.656107, 0.641633, 0.296145], [1.946395, 0.529751, 0.826688], [2.056569, 0.489686, 2.223355], [0.940491, 0.560676, 3.031750], [-0.329650, 0.634957, 2.492669], [-1.205412, 0.658034, 3.119188], [1.067037, 0.532659, 4.103523], [3.018740, 0.402554, 2.699984], [3.057151, 0.455318, 0.009125], [4.350927, 0.115781, 0.544872], [5.112655, 0.372972, -0.193083], [4.562971, 0.703130, 1.443275], [4.456758, -1.369925, 0.894938], [5.413341, -1.598320, 1.363535], [3.632558, -1.680565, 1.536455], [4.350643, -2.364021, -0.582675], [2.949834, 0.592636, -1.421005], [2.090662, 0.034124, -1.808468], [2.812298, 2.054826, -1.849216], [2.001542, 2.546453, -1.313217], [2.662560, 2.137342, -2.925187], [4.302867, 2.954311, -1.457084], [3.842170, 0.167008, -1.882625], [0.496099, 0.687392, -0.769538], [-1.803670, 0.998730, -0.547518], [-2.771436, 1.343043, 1.233947], [-3.765798, 1.936659, 0.563676], [-3.829905, 1.976776, -0.638894], [-4.767409, 2.530669, 1.507907], [-4.274676, 2.873487, 2.412129], [-5.470681, 1.741535, 1.769766], [-5.304698, 3.339344, 1.022040], [-5.932568, 0.052016, -3.501284], [-4.183012, 0.008526, -3.767055], [-4.841093, 0.883720, -2.379586]], "forces_ev_per_angstrom": [[0.1738, -0.2225, 0.3017], [-0.5699, 0.1154, -0.2220], [0.1531, -0.0757, -0.1534], [0.0051, 0.0901, 0.1321], [0.2616, -0.0473, -0.2743], [0.1644, -0.2209, 0.4391], [-0.0600, -0.0242, 0.0145], [-0.1884, 0.3425, 0.1832], [-0.4007, 0.2737, -0.2487], [0.1347, -0.2049, -0.3984], [0.0793, -0.0693, 0.3731], [0.0061, -0.0319, 0.2291], [-0.0317, -0.0238, -0.1272], [0.0818, 0.0664, -0.0363], [0.0076, -0.0047, 0.0189], [0.0633, -0.1427, 0.0711], [-0.1001, 0.0602, -0.2200], [0.2734, -0.4049, -0.5050], [-0.0978, 0.2683, 0.1215], [-0.0648, 0.0414, -0.0405], [-0.1698, -0.0125, 0.1367], [0.1663, 0.0013, 0.0073], [-0.1221, -0.0345, -0.0119], [-0.0180, 0.0714, -0.0861], [-0.1018, -0.0050, 0.1222], [0.0285, -0.0094, 0.0990], [0.1096, 0.0001, 0.0123], [0.2720, -0.0361, -0.2032], [0.0591, -0.3498, 0.1954], [-0.0699, 0.0089, 0.1159], [0.0582, -0.0021, -0.0664], [0.0569, 0.3197, 0.1388], [-0.0849, -0.0009, 0.0207], [0.1054, 0.0038, 0.0067], [0.0164, -0.1770, -0.1631], [-0.1152, 0.4009, -0.1592], [0.0675, -0.0270, -0.0268], [-0.0904, -0.2818, -0.0232], [0.0214, -0.0225, -0.0913], [-0.0435, 0.0156, 0.0684], [0.1087, 0.1131, 0.0190], [-0.1366, 0.0123, 0.0382], [0.0179, 0.0208, -0.1111], [0.0643, -0.0985, 0.2398], [0.2838, -0.1292, 0.4348], [-0.3511, 0.4015, -0.1221], [0.0481, 0.0226, -0.0041], [0.0846, -0.0336, -0.1014], [-0.0209, 0.0350, 0.0819], [-0.0357, -0.0549, 0.0392], [0.0152, -0.0014, -0.0329], [-0.1135, -0.0057, -0.0979], [0.0488, 0.0280, -0.1054], [-0.0501, 0.0415, -0.0287]], "smiles": "CCOC(=O)[C@@H](NC(C)=O)[C@@H](OC(C)=O)c1cccc(N(CCCl)CCCl)c1"}

{"formula": "C2H3N3O", "method": "ωB97M-V with the def2-TZVPD basis set", "elements": ["C", "C", "H", "H", "H", "N", "N", "N", "O"], "coordinates": [[-0.416109, -0.251260, 0.483967], [0.273804, 0.304570, -1.418176], [-2.023983, -0.524583, 1.377857], [0.265570, 0.598555, -2.480744], [1.553669, 0.164219, 1.341326], [-0.867170, -0.112412, -0.733549], [1.352280, 0.369321, -0.703949], [0.928217, 0.010855, 0.535978], [-1.066277, -0.559265, 1.597291]], "forces_ev_per_angstrom": [[1.6470, 0.5600, -0.3816], [-0.9073, -0.1674, -0.5516], [0.7422, -0.1457, 0.2453], [-0.0433, -0.4206, 0.7938], [-0.8337, -0.3645, -0.7833], [0.5221, 0.3558, -0.0568], [0.3181, 0.2932, 0.1307], [-0.2701, -0.0368, 0.6918], [-1.1751, -0.0739, -0.0883]], "smiles": "Oc1ncn[nH]1"}

{"formula": "C13H28BN2O5S", "method": "ωB97M-V with the def2-TZVPD basis set", "elements": ["N", "B", "O", "C", "C", "C", "O", "S", "O", "O", "C", "H", "H", "H", "H", "H", "H", "H", "H", "H", "H", "C", "C", "C", "C", "C", "C", "N", "O", "C", "C", "C", "H", "H", "H", "H", "H", "H", "H", "H", "H", "H", "H", "H", "H", "H", "H", "H", "H", "H"], "coordinates": [[-1.900278, 1.117308, 1.127746], [-2.017239, 1.730096, -0.263234], [-0.772805, 2.394784, -0.783930], [-3.398737, 1.737622, -1.155857], [-3.905486, 0.264780, -1.666982], [-4.371241, -0.763617, -0.478428], [-5.278016, -0.187093, 0.527498], [-5.933259, 1.306879, 0.033141], [-6.698198, 1.888081, 1.282370], [-6.964937, 1.224629, -1.117206], [-4.556944, 2.570317, -0.330753], [-2.727134, 1.388890, 1.704185], [-1.763535, 0.083569, 1.077223], [-0.609357, 2.129808, -1.739701], [-3.185515, 2.374893, -2.142388], [-2.977963, -0.230147, -2.227147], [-4.727958, 0.417406, -2.496811], [-3.484247, -1.311749, 0.074784], [-4.988694, -1.632305, -1.016254], [-4.993487, 3.497136, -0.943485], [-4.061796, 2.993889, 0.644405], [3.118186, -0.039871, 2.304434], [2.072636, -0.845979, 1.480936], [2.564539, -2.310741, 1.326922], [3.727537, -2.450890, 0.345061], [3.394424, -1.815338, -1.001479], [2.887312, -0.352735, -0.889434], [1.824236, -0.183036, 0.154746], [0.631485, -0.717066, -0.370609], [4.070822, 0.601577, -0.579506], [2.417197, 0.111067, -2.308875], [0.801311, -0.824294, 2.390729], [2.962671, -0.159133, 3.383801], [4.145735, -0.363121, 2.130475], [3.051066, 1.034882, 2.098880], [1.740805, -2.951207, 0.984435], [2.872359, -2.710221, 2.302488], [4.636906, -2.002024, 0.757332], [3.955626, -3.513044, 0.199527], [4.283081, -1.858195, -1.644614], [2.635133, -2.436927, -1.494381], [3.719731, 1.622496, -0.409406], [4.777657, 0.637339, -1.420678], [4.668457, 0.294777, 0.278806], [1.649874, -0.544316, -2.735665], [3.251776, 0.107016, -3.020847], [2.017787, 1.132226, -2.278890], [0.452043, 0.204081, 2.546388], [1.016826, -1.252584, 3.376752], [-0.030393, -1.409915, 1.983493]], "forces_ev_per_angstrom": [[-0.6843, 0.7561, -1.4165], [1.6392, 0.3878, -0.1417], [-2.0458, -2.7983, -0.4684], [-0.0447, 0.9881, -1.4209], [0.9524, -0.0474, -0.3524], [-0.1458, -1.7093, -1.9533], [0.5355, 2.4599, -1.8214], [-7.5614, 3.0971, 2.7268], [3.8683, -2.5839, -4.0393], [4.8289, -0.5697, 2.8664], [1.4724, -0.1749, -0.6366], [0.7916, -1.0062, -0.5470], [-0.3535, 1.2860, 0.3162], [-0.6687, 0.9602, 1.5541], [-0.4803, -1.4436, 2.0081], [-1.9948, 0.8615, 1.2423], [1.4384, -0.4344, 1.9716], [-1.7488, 1.5375, -0.9500], [1.3631, 1.8661, 1.1527], [0.5353, -2.4915, 1.3823], [-1.6302, -1.0191, -1.5105], [0.4633, 0.3428, -0.1279], [-0.3004, 1.7315, 3.7149], [0.3186, -0.8106, -1.2741], [-0.0058, 0.4671, 0.1153], [-0.4011, -1.2568, 0.7934], [1.7885, 3.0496, -2.2512], [-5.7922, -8.5300, -3.7428], [5.8685, 4.2430, 2.9201], [0.3990, -0.0313, 0.4280], [-0.7807, -0.3692, 0.2336], [-0.4335, -0.1173, -0.6742], [-0.2676, -0.1282, -0.4046], [-0.1351, 0.0881, -0.1350], [0.0088, -0.2200, 0.0402], [-0.1294, 0.3381, 0.0127], [-0.2416, 0.6035, -0.0055], [-0.0764, -0.0691, -0.0103], [-0.0798, 0.1163, 0.0006], [-0.2732, 0.5687, 0.0673], [-0.1513, 0.3494, 0.0254], [-0.0033, -0.1113, -0.0231], [-0.4878, -0.1558, 0.1047], [-0.1727, 0.0479, -0.0372], [0.0808, 0.1124, 0.2357], [-0.0224, -0.0636, 0.5118], [0.1091, -0.1833, 0.1189], [0.1043, -0.1664, -0.1317], [0.3174, 0.0934, -0.3826], [0.2289, 0.1390, -0.0850]], "charge": 1}

Number 1: E_tot -2145.77131 hartree. Number 2: E_tot -317.51864 hartree. Number 3: E_tot -1420.40032 hartree.